This record from the OMol25 dataset describes an isolated molecule of C3H6F2OS in a non-equilibrium geometry. The level of theory is the ωB97M-V functional and the def2-TZVPD basis.

XYZ file:
```
13
Properties=species:S:1:pos:R:3:nbo_charge:R:1
C -2.32 0.41 -1.16 -0.934
C 1.80 0.09 1.06 -0.574
C 0.64 -0.90 0.08 0.538
O -0.74 1.39 0.73 -0.943
F 0.20 -1.99 0.79 -0.342
F 0.98 -1.24 -1.16 -0.328
S -0.80 0.43 -0.34 1.475
H -3.07 0.61 -0.37 0.231
H -2.59 -0.49 -1.75 0.229
H 2.71 -0.39 1.12 0.212
H 1.74 0.88 0.40 0.207
H 1.34 0.28 1.95 0.228
H 0.13 0.92 -1.33 0.002
```

SMILES: C=[S@@H](=O)C(C)(F)F
Charge: 0
DFT total energy: -790.8672 a.u.
Relative energy (zero: lowest compared OMol25 entry of this formula, charge and spin): 467.16 kJ/mol
Highest occupied orbital energy: -8.5 eV
LUMO level: 0.500 eV
Frontier orbital gap: 9.05 eV